Entry 1:
Formula: C47H43FN7P2S2Tl
Source: OMol25
Level of theory: ωB97M-V with the def2-TZVPD basis set

Values from the calculation:
Net charge: -2
E_HOMO in eV: 1.06
Frontier orbital gap in eV: 2.7
Energy above the lowest of the compared OMol25 structures with the same formula, charge and spin in eV: 5.9413

Last column: Löwdin charge in e.
Element x y z (Å)
Tl  -0.310074  -0.350006  -0.211361  0.683
S  -1.166345  1.358800  2.291006  0.059
P  0.727863  0.920731  2.844956  0.300
C  1.578828  0.174416  1.551749  -0.688
P  3.198964  0.124618  0.836394  0.380
S  3.252579  -1.018892  -0.867687  0.126
C  3.654121  1.664620  0.068104  -0.397
C  2.769318  2.530800  -0.502871  -0.087
C  3.128930  3.608625  -1.394589  -0.075
C  4.466648  3.930699  -1.492813  -0.143
C  5.391166  3.127428  -0.844570  -0.120
C  5.024651  1.961986  -0.129482  -0.084
C  4.334826  -0.507483  2.016899  -0.338
C  4.030285  -0.819057  3.336305  -0.062
C  5.002186  -1.489022  4.109733  -0.085
C  6.203525  -1.906919  3.550073  -0.128
C  6.523802  -1.552643  2.266682  -0.114
C  5.574243  -0.944008  1.447034  -0.120
C  0.294883  -0.427580  4.031321  -0.384
C  -0.325133  -0.108433  5.235123  -0.130
C  -0.421460  -1.102953  6.210543  -0.111
C  0.052765  -2.403161  5.925092  -0.137
C  0.677174  -2.734527  4.709674  -0.095
C  0.751487  -1.731259  3.735063  -0.101
C  1.743289  2.142985  3.788701  -0.300
C  1.786531  3.480027  3.374672  -0.097
C  2.496012  4.455125  4.053345  -0.117
C  3.217380  4.057339  5.136577  -0.140
C  3.280878  2.716654  5.539294  -0.100
C  2.496858  1.777895  4.903527  -0.110
H  1.717344  2.332999  -0.544973  0.074
H  2.318966  4.210838  -1.782432  0.090
H  4.786429  4.770544  -2.120903  0.089
H  6.455313  3.343111  -0.826379  0.082
H  5.824818  1.297230  0.318866  0.100
H  3.090342  -0.518166  3.870770  0.077
H  4.703851  -1.773086  5.070985  0.073
H  6.850542  -2.578753  4.123852  0.095
H  7.514765  -1.848972  1.949227  0.089
H  5.679759  -0.866836  0.374145  0.048
H  -0.805882  0.863293  5.303807  0.088
H  -0.875104  -1.022358  7.209415  0.086
H  0.047315  -3.050932  6.770229  0.064
H  1.245651  -3.697619  4.606178  0.106
H  1.099603  -1.896290  2.729141  0.077
H  1.158230  3.689855  2.506023  0.098
H  2.526801  5.531287  3.721685  0.114
H  3.711931  4.793289  5.760306  0.086
H  3.968470  2.526347  6.331948  0.083
H  2.471828  0.755411  5.363324  0.113
C  -5.231377  -3.075029  3.794155  -0.044
C  -4.383164  -3.577633  2.642486  -0.267
C  -3.162075  -4.367356  2.734721  -0.002
C  -2.791133  -4.721003  1.421556  -0.340
N  -3.742593  -4.225616  0.536026  0.065
N  -4.608492  -3.484616  1.297952  -0.012
C  -1.464871  -5.191390  0.923526  -0.056
H  -6.204092  -2.745411  3.344563  0.079
H  -4.813278  -2.202408  4.315292  0.078
H  -5.332510  -3.840904  4.524689  0.053
H  -2.615356  -4.636261  3.600361  0.082
H  -5.478106  -3.216670  0.819250  0.154
H  -0.623716  -4.607444  1.416513  0.099
H  -1.346009  -5.115126  -0.163388  0.070
H  -1.315996  -6.269745  1.159812  0.066
C  1.000271  1.272865  -4.538404  -0.014
C  -0.146843  1.890586  -3.750374  -0.380
N  -0.368690  1.654282  -2.498742  0.068
C  -1.428057  2.463046  -2.143751  -0.135
C  -1.932228  3.095891  -3.254159  -0.066
N  -1.118431  2.686003  -4.331002  -0.028
C  -1.349676  3.048616  -5.754858  -0.096
N  -2.666493  2.790185  -6.313890  -0.050
N  -3.334882  3.851287  -6.985000  0.046
N  -4.477176  3.433857  -7.385016  0.032
C  -4.769788  2.208079  -6.830480  -0.280
C  -5.901868  1.456730  -6.986185  -0.050
C  -5.931308  0.226603  -6.298718  -0.089
C  -4.832721  -0.209856  -5.539072  -0.070
C  -3.656123  0.523236  -5.479557  0.009
C  -3.619374  1.772306  -6.110214  -0.132
H  1.617963  0.834969  -3.764018  0.067
H  1.599698  1.979894  -5.187353  0.080
H  0.635336  0.455159  -5.263432  0.093
H  -1.769710  2.455709  -1.132540  0.075
H  -2.696550  3.840401  -3.386773  0.099
H  -0.620547  2.496868  -6.474484  0.148
H  -1.081741  4.140199  -5.952273  0.139
H  -6.613776  1.824721  -7.805715  0.132
H  -6.848436  -0.409471  -6.396342  0.107
H  -4.862486  -1.151475  -5.024370  0.084
H  -2.732907  0.157392  -5.060689  0.112
F  -3.101592  -2.915578  -4.721445  -0.008
C  -2.461127  -2.618627  -3.572418  -0.316
C  -3.266912  -2.099905  -2.540149  -0.062
C  -2.697972  -1.748300  -1.345855  -0.217
C  -1.338745  -1.902580  -1.263089  -0.431
C  -0.475974  -2.387193  -2.315925  -0.162
C  -1.064995  -2.745769  -3.520366  -0.050
H  -4.325476  -2.128060  -2.691981  0.085
H  -3.239258  -1.325495  -0.513255  0.079
H  0.562845  -2.347567  -2.092252  0.039
H  -0.498601  -3.090398  -4.397114  0.100

Forces on atoms 1 to 6 (eV/Å):
1.445 2.930 1.362
-0.163 1.231 0.709
0.526 -2.212 -2.838
1.921 0.724 0.463
-6.318 -0.627 -0.063
0.175 -0.046 0.559

***

Entry 2:
Formula: C47H44AsAuI2N2O2Te
Source: OMol25
Level of theory: ωB97M-V with the def2-TZVPD basis set

Values from the calculation:
Net charge: +1
E_HOMO (spin up / spin down) in eV: -9.90 / -9.86
2S+1: 4
Frontier orbital gap (spin up / spin down) in eV: 7.1 / 5.1
⟨S²⟩: 3.78

Last column: Löwdin charge in e.
Element x y z (Å)
Au  -0.682110  -1.333241  0.770440  1.003
I  -4.854817  -3.927141  -1.416827  0.946
C  -4.675531  -2.837022  0.347289  -0.642
C  -5.764987  -2.761695  1.229033  -0.219
C  -5.666186  -2.108235  2.427593  -0.675
I  -7.333770  -2.072996  3.687411  0.946
C  -4.444147  -1.507949  2.802587  -0.206
C  -4.226298  -0.805931  4.009510  -0.018
C  -3.005099  -0.257506  4.289186  -0.029
C  -1.965153  -0.409965  3.368203  -0.125
N  -2.133554  -1.057114  2.230823  -0.048
C  -3.349589  -1.604544  1.910058  -0.137
C  -3.437618  -2.275631  0.641666  -0.445
O  -2.403452  -2.356440  -0.152976  -0.221
H  -6.693802  -3.243268  0.953800  0.082
H  -5.040955  -0.708575  4.715629  0.067
H  -2.830117  0.287850  5.206450  0.116
H  -0.981898  0.002303  3.552874  0.092
C  0.221263  -3.687670  -1.644398  0.007
C  0.490152  -2.228803  -1.910808  -0.737
O  0.812620  -1.849475  -3.079838  -0.135
N  0.372549  -1.355047  -0.934734  -0.305
Te  0.508365  0.508932  -2.188461  1.898
C  0.731546  2.563530  -3.092031  -0.266
C  1.417862  3.571023  -2.420498  -0.293
C  1.983686  3.464371  -1.024065  -0.071
C  1.566287  4.789454  -3.087968  -0.006
C  1.085236  4.993064  -4.370325  -0.247
C  1.278446  6.308674  -5.075854  -0.037
C  0.425149  3.942903  -5.005892  -0.002
C  0.244803  2.710490  -4.398813  -0.286
C  -0.468256  1.612483  -5.147670  -0.054
C  -1.577587  0.713688  -1.846059  -0.332
C  -2.530256  0.027859  -2.596483  -0.288
C  -2.229760  -0.938613  -3.712499  -0.050
C  -3.873084  0.208544  -2.264335  -0.004
C  -4.278765  0.976938  -1.190238  -0.247
C  -5.733981  1.119756  -0.835523  -0.028
C  -3.297462  1.619393  -0.438007  -0.010
C  -1.953250  1.517641  -0.751463  -0.309
C  -0.961151  2.284878  0.091959  -0.074
H  0.691676  -4.290477  -2.416557  0.091
H  -0.860621  -3.842444  -1.666510  0.079
H  0.579484  -3.972984  -0.655662  0.076
H  1.916158  2.456483  -0.627359  0.009
H  1.451098  4.132067  -0.344410  0.090
H  3.031846  3.763063  -1.016918  0.090
H  2.085463  5.594990  -2.575718  0.127
H  1.874810  6.995232  -4.476977  0.078
H  0.316095  6.782197  -5.281396  0.089
H  1.780265  6.163538  -6.034065  0.088
H  0.048116  4.082841  -6.014819  0.128
H  -0.609259  1.885903  -6.190804  0.089
H  -1.450266  1.422577  -4.710039  0.074
H  0.098320  0.679709  -5.126566  0.069
H  -1.198421  -0.916369  -4.046615  0.031
H  -2.878871  -0.745107  -4.567618  0.097
H  -2.444639  -1.954465  -3.366275  0.083
H  -4.617690  -0.307803  -2.858124  0.125
H  -6.353051  0.449835  -1.431450  0.082
H  -6.073011  2.143242  -1.010517  0.089
H  -5.900652  0.895625  0.220431  0.081
H  -3.591538  2.226642  0.413289  0.126
H  -1.428279  2.623536  1.015830  0.086
H  -0.601347  3.165571  -0.443847  0.074
H  -0.094261  1.677384  0.366253  0.028
C  4.284445  1.431662  5.223668  -0.072
C  4.889225  0.391552  4.524862  -0.064
C  4.176714  -0.308926  3.563895  -0.098
C  2.851309  0.029494  3.304542  -0.387
C  2.247523  1.065907  4.003001  -0.121
C  2.965307  1.769152  4.964543  -0.078
As  1.859202  -0.948544  1.934402  1.312
C  3.187596  -0.864120  0.518021  -0.404
C  3.520366  -1.918162  -0.326617  -0.119
C  4.385010  -1.717156  -1.394918  -0.063
C  4.914429  -0.457912  -1.636616  -0.069
C  4.592203  0.599013  -0.794017  -0.076
C  3.730046  0.397405  0.275251  -0.139
C  1.924361  -2.754382  2.641198  -0.389
C  0.813150  -3.172271  3.370739  -0.136
C  0.790957  -4.424105  3.968594  -0.070
C  1.879097  -5.275344  3.830712  -0.070
C  2.989870  -4.866155  3.106584  -0.067
C  3.018121  -3.608436  2.518801  -0.108
H  4.846191  1.978932  5.970763  0.110
H  5.919547  0.127967  4.728832  0.111
H  4.656678  -1.111305  3.018424  0.104
H  1.217507  1.333023  3.795707  0.082
H  2.493866  2.578631  5.507659  0.107
H  3.089086  -2.899136  -0.175523  0.097
H  4.638198  -2.545684  -2.045389  0.114
H  5.577450  -0.299282  -2.478547  0.111
H  5.021484  1.576872  -0.967598  0.108
H  3.514713  1.212743  0.955225  0.100
H  -0.044492  -2.518621  3.475409  0.062
H  -0.075568  -4.733068  4.539648  0.110
H  1.863307  -6.254868  4.291559  0.110
H  3.842640  -5.525687  3.001581  0.111
H  3.903706  -3.296890  1.983300  0.092

Forces on atoms 1 to 6 (eV/Å):
-0.093 0.291 0.071
0.007 0.136 0.010
0.201 -0.091 -0.073
0.068 0.025 -0.021
-0.202 -0.071 0.068
0.048 0.029 -0.047

***

| no. | F_max (eV/A) |
| --- | --- |
| 1 | 6.3 |
| 2 | 0.7 |